(1)
The following is a DFT calculation (ωB97M-V/def2-TZVPD) of C4H10AsO2ReS8 as an isolated structure.

Each line ends with the Mulliken charge.
Atoms and positions in Å:
Re 0.66 -0.34 -0.63  1.071
S 2.54 -1.32 0.15  0.016
S 4.39 -0.33 -0.13  -0.011
S 3.58 2.01 -0.80  0.214
S 1.95 1.55 -1.16  0.190
C 0.41 -0.90 2.75  -0.538
O 0.38 0.66 1.61  -0.545
C -0.54 1.61 1.72  -0.814
C -1.52 1.31 0.76  -0.263
O -0.87 1.29 -0.92  -0.351
C -2.06 1.32 -1.75  -0.999
H 0.51 0.08 3.68  0.310
H 1.45 -1.03 2.61  0.438
H -1.02 -0.80 2.51  0.358
H -0.26 2.41 1.21  0.327
H -0.71 1.86 2.67  0.590
H -2.23 1.90 0.38  0.544
H -2.01 0.29 0.88  0.200
H -2.68 2.04 -1.75  0.576
H -2.93 0.17 -1.82  0.270
H -1.73 1.08 -2.88  0.251
S 1.20 -2.89 -3.40  -0.042
As 0.85 -3.75 -1.51  0.331
S -0.35 -1.89 -0.03  -0.043
S 0.67 -0.67 -2.80  0.043
S 0.30 -5.68 -1.33  -0.123

Summary:
HOMO energy (spin up / spin down) (Ha): -0.53670 / -0.53666
Charge: +2
Largest force on an atom (eV/Å): 12.04
Frontier orbital gap (spin up / spin down) (eV): 4.73 / 4.71
Total energy (eV): -158025.206

---

(2)
The following is a DFT calculation (ωB97M-V/def2-TZVPD) of an isolated ion of composition C2H3O3S2 and charge -1.

Each line ends with the Mulliken charge.
Atoms and positions in Å:
C 0.62 -0.76 -0.17  -0.583
C -0.56 -1.35 0.47  0.240
O -1.26 1.98 0.38  -0.456
O 0.25 2.11 -1.56  -0.605
O -0.77 -2.54 0.44  -0.521
S 1.47 0.53 0.86  -0.346
S 0.06 2.28 -0.03  0.456
H 1.23 -1.53 -0.50  0.362
H 0.24 -0.04 -0.97  0.184
H -1.29 -0.69 1.10  0.267

Summary:
HOMO energy (Ha): -0.15517
Relative energy (zero: lowest compared OMol25 entry of this formula, charge and spin) (kcal/mol): 27.64
Charge: -1
Largest force on an atom (eV/Å): 5.14
Frontier orbital gap (eV): 7.86
Total energy (eV): -29936.642

---

(3)
The following is a DFT calculation (ωB97M-V/def2-TZVPD) of a 2-piece molecular cluster, C32H33N3O4 overall.

Each line ends with the Mulliken charge.
Atoms and positions in Å:
C 4.40 2.20 -1.75  -1.035
C 3.07 2.80 -1.38  -0.266
O 2.06 1.78 -1.56  -0.268
C 0.82 2.23 -1.23  0.279
C -0.21 1.27 -1.66  -0.405
N -1.40 1.75 -1.85  -0.118
C -2.49 1.22 -2.32  -0.442
C -3.71 1.98 -2.33  0.743
C -4.97 1.40 -2.62  -0.573
C -6.13 2.16 -2.50  -0.472
C -6.06 3.51 -2.12  -0.393
C -4.82 4.10 -1.87  -0.507
C -3.65 3.34 -1.97  -0.439
O 0.60 3.29 -0.69  -0.678
H 5.20 2.73 -1.23  0.293
H 4.45 1.14 -1.50  0.107
H 4.56 2.32 -2.83  0.396
H 3.04 3.14 -0.34  0.251
H 2.82 3.65 -2.04  0.503
H 0.11 0.28 -1.99  0.498
H -2.50 0.19 -2.71  0.313
H -5.00 0.35 -2.93  0.327
H -7.10 1.70 -2.72  0.345
H -6.98 4.10 -2.03  0.344
H -4.74 5.16 -1.60  0.359
H -2.67 3.77 -1.77  0.447
C 5.88 2.79 2.49  -0.908
O 4.55 2.41 2.07  -0.364
C 4.31 1.13 1.68  0.131
C 2.95 0.80 1.43  0.047
C 2.69 -0.31 0.66  0.805
C 3.75 -1.12 0.20  -0.170
C 5.08 -0.87 0.53  -1.075
C 5.36 0.22 1.35  -0.787
N 3.20 -2.18 -0.52  0.195
C 3.96 -3.27 -1.09  -1.024
C 1.84 -2.08 -0.53  -1.008
C 1.45 -0.94 0.21  1.197
C 0.15 -0.55 0.55  -0.287
C -0.99 -1.33 0.24  0.306
C -1.25 -2.03 -0.96  -1.270
N -2.38 -2.79 -0.81  0.278
C -2.92 -3.71 -1.79  -0.973
C -2.91 -2.58 0.46  -0.033
C -2.07 -1.68 1.16  0.044
C -2.25 -1.46 2.51  0.244
C -3.31 -2.15 3.16  0.463
O -3.54 -2.10 4.50  -0.472
C -2.59 -1.43 5.35  -0.757
C -4.19 -3.00 2.42  -0.871
C -3.97 -3.24 1.07  -1.013
H 5.74 3.77 2.95  0.270
H 6.29 2.08 3.21  0.364
H 6.54 2.88 1.62  0.317
H 2.15 1.44 1.79  0.444
H 5.87 -1.53 0.16  0.221
H 6.38 0.43 1.68  0.353
H 5.01 -2.98 -1.13  0.313
H 3.87 -4.19 -0.49  0.316
H 3.59 -3.48 -2.10  0.352
H 1.21 -2.82 -1.00  0.732
H 0.03 0.29 1.23  0.443
H -0.65 -2.06 -1.87  0.704
H -3.79 -4.21 -1.35  0.285
H -3.24 -3.17 -2.69  0.312
H -2.17 -4.46 -2.08  0.320
H -1.56 -0.82 3.06  0.406
H -3.03 -1.54 6.35  0.236
H -1.61 -1.92 5.30  0.329
H -2.50 -0.37 5.08  0.297
H -5.00 -3.48 2.96  0.433
H -4.61 -3.92 0.50  0.246

Summary:
HOMO energy (Ha): -0.20415
Relative energy (zero: lowest compared OMol25 entry of this formula, charge and spin) (kcal/mol): 0.00
Largest force on an atom (eV/Å): 2.60
Frontier orbital gap (eV): 4.25
Total energy (eV): -46376.276

---

(4)
The following is a DFT calculation (ωB97M-V/def2-TZVPD) of a 2-piece molecular cluster, C4H8O4 overall.

Each line ends with the Mulliken charge.
Atoms and positions in Å:
C -0.28 -2.94 1.50  -0.967
C -0.12 -1.68 0.72  0.940
O -1.17 -0.96 0.36  -0.693
O 1.03 -1.17 0.64  -0.443
H -1.32 -3.35 1.08  0.273
H 0.54 -3.72 1.44  0.325
H -0.38 -2.80 2.67  0.244
H 1.03 -0.19 0.46  0.419
C 0.32 2.94 -1.60  -1.233
C 0.29 1.59 -0.78  0.924
O 1.29 1.07 -0.21  -0.731
O -0.90 1.13 -0.83  -0.499
H 1.23 3.50 -1.57  0.328
H -0.18 2.89 -2.52  0.358
H -0.35 3.49 -1.05  0.382
H -1.04 0.21 -0.29  0.372

Summary:
HOMO energy (Ha): -0.38907
Relative energy (zero: lowest compared OMol25 entry of this formula, charge and spin) (kcal/mol): 30.23
Largest force on an atom (eV/Å): 4.69
Frontier orbital gap (eV): 11.28
Total energy (eV): -12467.849
SMILES: CC(=O)O.CC(=O)O

---

(5)
The following is a DFT calculation (ωB97M-V/def2-TZVPD) of a 2-piece molecular cluster, C20H41BCl2N5O11P2S2 overall.

Each line ends with the Mulliken charge.
Atoms and positions in Å:
C -1.27 -4.80 0.46  -0.179
C -0.75 -4.10 -0.35  -0.581
C -0.25 -3.19 -1.37  -1.595
C -0.23 -1.70 -1.04  -0.697
N 0.38 -1.25 0.24  1.560
P 1.74 -1.96 0.91  0.528
O 1.94 -1.08 2.24  -0.465
O 1.34 -3.42 1.47  -0.442
S 3.27 -2.09 -0.22  -0.357
C -0.03 0.06 0.28  -2.568
N 0.60 1.16 0.29  0.878
C 2.07 1.19 0.22  -1.171
O 2.37 2.50 -0.17  0.052
C 3.29 3.12 0.72  -1.068
C 4.69 2.54 0.50  -0.179
O 5.12 2.00 1.76  -0.371
C 6.28 1.18 1.63  -0.287
C 6.08 -0.07 2.48  -0.950
B -0.03 2.58 0.24  0.694
O -0.08 3.23 -0.92  -0.845
C -0.64 3.21 1.54  0.254
C -0.92 4.70 1.38  -1.539
N -1.49 0.01 0.16  1.067
P -2.05 -0.42 1.72  0.876
N -2.25 -1.90 2.13  -0.809
O -0.97 0.26 2.69  -0.571
O -3.32 0.52 1.91  -0.547
C -1.60 -0.92 -1.01  -0.352
N -2.67 -1.89 -0.99  0.541
C -4.04 -1.45 -0.68  -0.920
C -4.79 -2.50 0.14  -0.245
C -6.20 -2.04 0.53  -0.818
C -6.21 -1.01 1.66  -0.938
C -1.86 0.00 -2.31  -0.185
Cl -2.84 1.43 -1.85  -0.169
C -0.60 0.44 -3.14  1.653
C -0.16 -0.62 -4.16  -1.258
Cl -0.95 1.93 -4.08  -0.160
H -1.75 -5.49 1.11  0.428
H -0.84 -3.31 -2.28  0.578
H 0.77 -3.46 -1.65  0.641
H 0.46 -1.29 -1.77  0.502
H 2.09 -1.66 3.00  0.363
H 2.17 -3.75 1.84  0.386
H 2.62 1.02 1.14  0.581
H 2.34 0.54 -0.63  0.338
H 3.28 4.19 0.51  0.599
H 2.96 3.01 1.75  0.321
H 4.63 1.77 -0.28  0.365
H 5.37 3.35 0.24  0.323
H 7.12 1.73 2.06  0.316
H 6.47 0.93 0.59  0.357
H 5.42 0.16 3.31  0.223
H 7.02 -0.43 2.89  0.407
H 5.59 -0.85 1.90  0.137
H 0.43 2.82 -1.65  0.311
H -1.59 2.69 1.72  -0.073
H 0.02 2.98 2.38  0.367
H -1.45 5.11 2.24  0.410
H -1.56 4.87 0.51  0.280
H -0.02 5.27 1.21  0.315
H -2.06 -2.53 1.35  -0.050
H -0.65 -0.43 3.28  0.392
H -3.49 0.57 2.86  0.360
H -2.69 -2.38 -1.87  0.601
H -4.10 -0.48 -0.21  0.169
H -4.60 -1.37 -1.62  0.461
H -4.93 -3.38 -0.49  0.373
H -4.21 -2.80 1.01  0.227
H -6.82 -2.89 0.79  0.427
H -6.61 -1.55 -0.36  0.308
H -5.46 -1.30 2.40  0.184
H -7.18 -0.90 2.13  0.410
H -5.86 -0.05 1.28  0.227
H -2.52 -0.54 -2.98  0.752
H 0.24 0.72 -2.51  -1.206
H 0.92 -0.55 -4.31  0.122
H -0.62 -0.39 -5.11  0.585
H -0.46 -1.62 -3.83  0.141
O 3.26 -0.04 -4.20  -0.815
S 3.33 1.22 -3.42  1.022
O 1.92 1.73 -3.17  -0.562
O 4.14 2.23 -4.11  -0.773
O 3.94 0.93 -2.07  -0.666

Summary:
HOMO energy (Ha): -0.12472
Charge: -1
Largest force on an atom (eV/Å): 2.34
Frontier orbital gap (eV): 4.79
Total energy (eV): -117350.193

---

(6)
The following is a DFT calculation (ωB97M-V/def2-TZVPD) of C4H5OTl as an isolated structure.

Each line ends with the Mulliken charge.
Atoms and positions in Å:
H 1.09 2.19 -0.71  0.440
C -0.02 -2.10 0.28  -0.363
C -0.09 -0.77 0.59  0.163
C 0.77 0.18 0.01  -0.165
C 0.31 1.45 -0.42  0.416
O -0.87 1.84 -0.27  -0.224
Tl -2.14 3.00 -0.88  1.238
H 0.71 -2.47 -0.44  0.323
H -0.85 -0.42 1.30  0.391
H -0.72 -2.82 0.71  0.327
H 1.82 -0.06 -0.16  0.454

Summary:
2S+1: 2
Expectation value of S²: 0.754
HOMO energy (spin up / spin down) (Ha): -0.93565 / -0.93983
Relative energy (zero: lowest compared OMol25 entry of this formula, charge and spin) (kcal/mol): 0.00
Charge: +3
Largest force on an atom (eV/Å): 8.99
Frontier orbital gap (spin up / spin down) (eV): 7.67 / 7.17
Total energy (eV): -10927.801

---

(7)
The following is a DFT calculation (ωB97M-V/def2-TZVPD) of a 3-piece molecular cluster, C17H37N3O6 overall.

Each line ends with the Mulliken charge.
Atoms and positions in Å:
C 0.08 -2.21 1.31  -1.326
C -0.72 -1.11 0.60  -0.006
O -0.65 0.12 1.31  -0.437
C 0.57 0.81 1.10  -0.759
C 0.28 2.30 0.97  -0.161
C 0.46 3.04 2.29  -1.105
C 1.89 3.44 2.61  -0.740
C 2.59 4.28 1.50  -0.627
N 3.83 3.60 1.07  0.347
C 3.70 2.75 -0.12  -1.148
C 3.32 3.44 -1.42  -0.056
C 2.70 2.42 -2.37  -0.502
O 3.69 1.60 -2.99  -0.571
C 4.92 4.48 0.98  0.291
O 5.04 5.38 0.22  -0.545
O 5.83 4.22 1.90  -0.455
H -0.24 -2.20 2.34  0.385
H 1.14 -2.02 1.20  0.347
H -0.18 -3.17 0.90  0.363
H -0.39 -0.96 -0.42  0.428
H -1.76 -1.42 0.61  0.143
H 1.10 0.41 0.23  0.533
H 1.22 0.63 1.96  0.218
H 0.89 2.69 0.16  0.030
H -0.76 2.37 0.67  0.424
H -0.14 3.95 2.25  0.379
H 0.08 2.41 3.07  0.416
H 1.92 4.03 3.52  0.327
H 2.51 2.57 2.79  0.422
H 1.87 4.39 0.70  0.228
H 2.86 5.24 1.90  0.517
H 3.02 1.95 0.15  0.291
H 4.66 2.28 -0.28  0.393
H 4.17 3.87 -1.93  0.427
H 2.58 4.23 -1.30  0.312
H 2.06 1.75 -1.78  0.094
H 2.05 2.87 -3.11  0.399
H 3.86 0.87 -2.39  0.334
H 6.64 4.70 1.66  0.373
C -1.21 -4.24 -4.73  -0.939
N -1.01 -3.57 -3.46  0.147
C -2.16 -3.31 -2.61  -0.906
C 0.21 -3.20 -3.03  0.076
O 0.41 -2.64 -1.96  -0.535
H -1.87 -3.64 -5.37  0.329
H -1.66 -5.22 -4.58  0.331
H -0.25 -4.36 -5.24  0.299
H -2.25 -2.23 -2.44  0.277
H -2.04 -3.80 -1.65  0.298
H -3.07 -3.67 -3.10  0.377
H 1.02 -3.44 -3.73  0.244
C -6.25 -2.40 2.35  -0.934
N -5.11 -3.05 1.75  0.135
C -5.26 -3.72 0.47  -0.856
C -3.90 -3.06 2.35  0.113
O -2.91 -3.60 1.89  -0.574
H -7.05 -3.12 2.52  0.339
H -6.62 -1.61 1.68  0.338
H -5.98 -1.95 3.30  0.294
H -5.00 -4.77 0.57  0.304
H -4.58 -3.27 -0.26  0.183
H -6.28 -3.62 0.12  0.375
H -3.88 -2.53 3.31  0.300

Summary:
HOMO energy (Ha): -0.32284
Relative energy (zero: lowest compared OMol25 entry of this formula, charge and spin) (kcal/mol): 8.84
Largest force on an atom (eV/Å): 1.98
Frontier orbital gap (eV): 9.37
Total energy (eV): -34983.520
SMILES: CCOCCCCCN(CCCO)C(=O)O.CN(C)C=O.CN(C)C=O

---

(8)
The following is a DFT calculation (ωB97M-V/def2-TZVPD) of one molecule with the formula C5H7NOS.

Each line ends with the Mulliken charge.
Atoms and positions in Å:
S -3.24 -0.28 0.29  -0.411
C -1.72 -0.17 0.03  0.363
N -1.15 0.96 -0.32  -0.172
C 0.25 1.27 -0.39  -0.720
C 1.04 0.52 0.72  -0.314
C 1.19 -0.77 0.56  -0.087
C 0.48 -1.56 -0.46  -0.336
O -0.94 -1.29 -0.17  -0.367
H -1.68 1.88 0.18  0.313
H 0.77 1.10 -1.41  0.187
H 0.43 2.31 -0.25  0.370
H 1.51 1.09 1.49  0.417
H 1.72 -1.36 1.43  0.205
H 0.51 -2.59 -0.29  0.353
H 0.83 -1.11 -1.42  0.199

Summary:
HOMO energy (Ha): -0.31063
Relative energy (zero: lowest compared OMol25 entry of this formula, charge and spin) (kcal/mol): 73.14
Largest force on an atom (eV/Å): 7.65
Frontier orbital gap (eV): 9.05
Total energy (eV): -19668.431
SMILES: S=C1NCC=CCO1